[1]
Entry from the OMol25 dataset: an isolated molecule of C24H30N4O2S (wB97M-V/def2-TZVPD).

LUMO energy in Ha: 0.0216
Kohn-Sham gap in eV: 7.67
HOMO level in eV: -7.08
SMILES: CC(C)Cn1c(S[C@H](C)C(=O)Nc2ccc(N3CCOCC3)cc2)nc2ccccc21

```
! RIJCOSX wB97M-V def2-TZVPD def2/J DEFGRID3
* xyz 0 1
C 2.412 -3.894 1.399
C 2.856 0.432 0.453
H 5.151 1.168 -0.596
C -2.562 1.707 -0.127
O -0.502 3.660 0.477
C -7.149 0.391 -0.571
N -5.082 -0.843 -1.096
C -5.640 -1.983 -0.393
H -0.809 -1.122 0.417
H 1.002 2.837 3.363
H -2.894 -2.114 -0.345
H 3.810 1.533 -2.718
H 2.794 0.135 -2.363
H -8.004 0.908 -1.008
H -4.856 -2.567 0.084
H 5.219 -2.889 -0.248
H 4.783 -1.333 -2.314
H 4.138 -4.916 0.657
C 2.342 -1.556 1.051
C -6.154 -0.046 -1.655
C 3.648 -3.959 0.756
C 3.592 -1.629 0.397
H 5.931 -0.405 -0.304
H -6.685 -0.682 -2.374
C -6.641 -1.510 0.672
C 1.735 2.339 2.731
C -2.826 -1.040 -0.265
H 3.655 0.225 -3.896
H 2.732 2.572 3.102
C 1.741 -2.699 1.561
C 6.211 0.150 -2.930
H -4.559 1.812 -0.801
C -1.490 0.901 0.237
N 3.900 -0.337 0.032
H -6.649 1.054 0.151
C 4.924 -0.250 -2.216
H -2.462 2.779 -0.079
H -6.161 -2.613 -1.123
C 4.261 -2.832 0.245
O -7.673 -0.735 0.103
C 5.047 0.087 -0.722
H 1.579 1.265 2.794
H 1.800 3.905 1.253
H -5.750 0.812 -2.189
H 7.070 -0.362 -2.500
N -0.260 1.394 0.681
C 0.147 2.672 0.760
H -6.104 -0.919 1.432
H 1.973 -4.803 1.782
C -3.922 -0.241 -0.617
H 6.153 -0.106 -3.984
C -3.753 1.144 -0.542
S 2.856 2.150 0.176
N 1.918 -0.251 1.062
H -7.130 -2.359 1.152
C 1.575 2.835 1.304
C -1.641 -0.482 0.157
H 6.371 1.222 -2.846
H 0.429 0.667 0.922
C 3.721 0.455 -2.835
H 0.788 -2.645 2.064
*
```

Atomic partial charges in e from the Löwdin method, atoms 1 to 4: -0.095 -0.576 0.102 -0.004


[2]
Entry from the OMol25 dataset: a structure of composition C22H49N2OP3ReS at a distorted geometry (wB97M-V/def2-TZVPD).

LUMO energy (spin up / spin down) in Ha: -0.5708 / -0.5468
Kohn-Sham gap (spin up / spin down) in eV: 4.26 / 4.44
HOMO level (spin up / spin down) in eV: -19.79 / -19.32

```
! RIJCOSX wB97M-V def2-TZVPD def2/J DEFGRID3
* xyz 4 4
H 1.136 2.866 -2.658
C 0.143 -3.219 -1.078
H -3.885 -0.211 -4.719
H 0.904 0.135 -3.646
C 1.623 -2.175 2.190
H 2.566 -2.371 2.714
C -1.516 2.470 -5.150
H -2.669 0.301 5.293
H 0.576 2.231 -5.756
H 2.992 2.556 1.631
C 0.205 -0.253 4.971
H 0.685 -3.877 -0.387
H 1.307 -0.231 5.032
H 3.714 -0.640 2.693
N -2.259 -0.183 3.228
H 4.137 -1.914 0.417
H -3.220 0.849 -2.561
H -2.913 -0.524 1.262
H 0.848 -2.752 -1.775
H -2.388 -3.249 1.165
C -1.922 -1.169 -5.001
H 2.729 4.032 0.668
Re 0.417 0.201 -0.226
H -0.736 1.164 -6.564
H -3.633 0.884 2.020
H -2.173 -1.423 4.950
H 0.567 2.311 5.159
H 0.086 3.513 -1.357
H 2.532 0.693 2.795
C -0.479 1.913 -5.790
C -2.862 -0.343 -4.370
H -1.541 3.444 -4.656
C -2.723 -0.546 4.574
C -1.116 0.516 3.011
H -2.235 -1.994 -5.646
N -0.267 0.784 4.030
H 1.390 2.061 3.583
C 2.256 3.088 1.002
H 1.326 -3.093 1.674
H -0.082 -1.273 4.661
S -0.927 1.260 1.455
H 0.186 -1.234 -5.530
C -0.562 -0.901 -4.815
C 3.186 -1.778 -0.106
H 1.710 4.231 -1.632
H 3.381 -1.219 -1.026
H 0.880 -1.876 2.940
C -1.126 0.501 -2.907
C -2.390 -1.956 -1.092
C 3.130 0.080 2.100
C 3.494 1.726 -1.127
O -0.796 1.036 -1.750
C -0.156 -0.083 -3.778
H 1.358 3.319 1.605
H -3.779 -0.851 4.473
H -2.921 -1.009 -0.943
H 3.424 1.059 -1.999
H -0.211 -0.048 5.976
C 1.126 3.297 -1.644
P -0.820 -1.954 -0.168
H 3.860 0.695 1.556
H -0.719 -3.760 1.481
P 1.809 2.070 -0.457
H 1.274 -0.103 -1.641
H -0.222 2.814 3.624
C 0.419 2.064 4.098
P 1.987 -0.859 0.974
H -1.360 -2.244 2.212
H -0.588 -3.804 -1.650
H -2.513 2.029 -5.334
H -2.182 -2.071 -2.162
H 4.149 1.264 -0.373
C -1.364 -2.886 1.323
H 3.923 2.690 -1.436
H -4.140 -0.752 2.536
H -3.026 -2.787 -0.755
C -2.511 0.370 -3.235
H 2.793 -2.761 -0.380
C -3.299 -0.143 2.202
*
```

Atomic partial charges in e from the Löwdin method, atoms 1 to 4: 0.058 -0.220 0.148 0.113


[3]
Entry from the OMol25 dataset: a cluster of 9 separate species, C16H50O10 in total at a distorted geometry (wB97M-V/def2-TZVPD).

LUMO energy in Ha: 0.0062
Kohn-Sham gap in eV: 9.78
HOMO level in eV: -9.62
SMILES: CC(C)O.CC(C)O.CC(C)O.OCCO.CO.CO.CO.CO.CO

```
! RIJCOSX wB97M-V def2-TZVPD def2/J DEFGRID3
* xyz 0 1
H 1.518 -0.127 -2.728
H 5.095 3.811 -1.653
C -0.343 -4.185 1.652
H 0.240 -0.661 -0.283
H 0.549 -2.470 -4.421
H 1.868 1.140 -0.571
C 0.578 -2.696 -2.363
C 0.929 -0.533 -3.596
O 0.595 2.742 -0.171
H -2.862 2.298 2.942
C -2.533 3.175 2.489
H -3.245 3.939 2.789
H -3.215 -0.972 -1.900
C -4.929 -0.965 0.296
O 2.345 3.260 2.003
H -1.802 -3.112 2.725
H -1.137 -4.443 3.619
O 3.850 2.714 -0.515
H 2.941 3.042 4.057
H -1.500 3.336 2.848
C -1.943 3.386 -2.009
H -1.950 3.618 0.634
H -1.386 -3.111 0.367
H 0.659 -3.759 -2.398
H 3.523 2.611 0.385
H 3.986 4.771 -0.663
H 1.268 -0.146 -4.543
H 4.672 0.102 0.048
H 0.275 0.375 1.161
C 0.742 -3.220 2.131
C 4.044 -0.807 0.076
C -3.883 -2.011 -0.066
O -0.693 -3.837 0.354
H 2.292 4.200 2.177
O -2.520 2.947 1.032
H -4.629 0.039 -0.058
H 5.406 3.913 0.137
C -1.480 -4.129 2.626
H 1.337 2.416 3.746
H -4.175 -2.979 0.276
H 4.761 -1.616 0.004
C 2.327 2.544 3.279
C 0.797 1.398 -0.658
O -1.335 4.409 -1.190
O 2.518 -2.154 -3.654
H 1.483 -3.206 1.294
H -2.535 2.677 -1.427
O 3.350 -0.781 1.354
C 4.631 3.894 -0.694
H 3.066 -1.706 1.520
H 2.721 -2.956 -3.164
C 0.050 0.349 0.107
H -3.132 -2.773 -1.957
H -2.641 3.949 -2.676
H -5.033 -0.881 1.390
H -4.650 -1.987 -2.207
O -2.540 -1.878 0.571
H 2.628 1.548 3.030
C 1.080 -2.017 -3.557
H -0.134 -0.161 -3.539
H -1.664 1.340 0.498
H -0.528 4.049 -0.832
C -3.722 -1.919 -1.632
H -1.232 2.838 -2.630
H 1.017 2.892 0.698
H -2.351 -4.753 2.413
H 1.129 -2.442 -1.413
H -5.895 -1.197 -0.191
H -0.442 -2.496 -2.114
H 1.240 -3.351 3.120
H 0.514 1.463 -1.755
O -1.390 0.538 0.022
H 3.306 -0.891 -0.712
H 0.013 -5.215 1.652
H -2.174 -1.009 0.323
H 0.279 -2.173 2.096
*
```

Atomic partial charges in e from the Löwdin method, atoms 1 to 4: 0.080 0.066 -0.537 0.111


[4]
Entry from the OMol25 dataset: a structure of composition C29H74N5NaO7 at a distorted geometry (wB97M-V/def2-TZVPD).

LUMO energy in Ha: -0.0255
Kohn-Sham gap in eV: 5.99
HOMO level in eV: -6.68

```
! RIJCOSX wB97M-V def2-TZVPD def2/J DEFGRID3
* xyz 0 1
C 4.252 -3.459 -0.974
H 0.746 4.217 -0.335
H -3.777 -3.225 -3.998
H -0.606 0.848 -1.980
H -1.284 0.934 -5.865
C -0.607 0.815 -3.071
C 4.662 -4.933 -0.982
C -3.534 1.021 3.652
H -4.614 -0.662 3.253
H 2.418 3.259 0.712
O 0.762 -1.053 6.574
H 3.408 -3.688 -2.941
H 0.773 0.351 4.909
O -0.860 4.062 1.575
H -0.953 -3.220 -1.783
H 3.241 -0.075 4.540
H -1.831 -0.204 1.915
O 1.468 -1.487 3.064
C 3.170 -3.118 -2.036
C 0.990 3.901 -1.352
H -0.175 -3.647 -3.221
H 0.348 0.973 6.437
C -0.622 -2.777 -2.722
H 3.782 -5.515 -0.714
H 4.474 -2.494 0.876
H -3.763 -3.698 0.643
O 2.268 3.307 -1.363
C 1.654 -0.644 2.011
N 3.754 -2.955 0.340
H -0.022 -0.648 0.613
H 5.128 -2.860 -1.253
H 1.905 5.576 -2.105
H -1.673 4.318 2.020
C -0.468 -1.113 7.245
H 1.126 5.465 -4.335
H 1.497 -0.460 -0.140
H -3.958 0.921 -4.031
H 0.323 0.381 -3.441
C -3.024 1.264 -3.578
C 0.976 0.195 5.976
H 2.226 1.667 -0.081
H -3.310 1.412 -2.532
H -2.917 2.296 -3.926
H 0.230 -0.989 -5.200
H 4.289 0.182 5.680
H 2.830 -0.307 -3.683
H -4.113 1.247 4.548
H 2.201 -3.430 -1.628
C 2.660 2.674 -0.179
O 3.175 -1.741 -2.279
H 1.984 4.153 -3.869
H 2.631 0.663 7.294
H 5.455 -4.989 -0.235
H -0.614 -0.249 7.906
H 4.198 -1.345 -4.044
N -2.345 -0.966 -3.142
C -2.807 -0.690 1.915
H -1.790 -1.053 -1.341
C -1.616 0.093 -5.251
H -0.458 1.856 -3.384
H 5.120 -5.169 -1.941
C -0.777 -1.124 -5.599
H -0.523 -2.006 7.867
H -0.623 -1.264 -6.672
O -2.644 -0.884 -1.784
H 3.526 2.517 6.081
C -3.748 -2.702 1.087
H -2.412 -2.544 -5.676
H -3.345 -0.097 1.166
H 2.371 -1.737 -4.229
H -3.383 -3.088 -2.312
C 2.395 0.702 6.229
H -2.562 1.398 3.988
O -2.591 -2.029 1.542
H 3.095 -2.272 -0.005
H -2.624 -0.019 -5.674
H -0.844 -3.225 -5.257
C -3.548 -0.437 3.238
H 0.266 -2.151 -2.623
C -0.996 2.636 1.410
H 1.875 2.896 5.939
C 1.017 -1.008 0.680
C -0.202 6.039 -2.130
H -2.780 -2.162 4.199
N 3.349 -0.189 5.547
N 1.105 4.642 -3.747
C -1.502 -2.367 -5.105
H 3.716 2.404 -0.223
H 1.275 0.385 2.201
H 1.035 -2.057 0.365
H -1.306 -1.098 6.539
H -2.479 -4.260 -3.375
H -1.278 2.319 2.416
H -2.336 1.404 0.213
C -2.202 2.461 0.455
C 3.194 -1.342 -3.622
H 2.738 -0.546 1.789
H -4.290 -2.088 0.359
H -3.882 1.639 2.820
H -4.454 -2.797 1.923
C -1.877 0.292 -3.752
H 0.251 3.183 -1.739
H -0.669 6.246 -3.096
H 0.143 6.917 -1.595
H -1.044 5.573 -1.611
H 2.716 2.195 4.595
Na -0.368 -3.168 2.038
N -2.849 -1.158 4.347
H -2.055 2.923 -0.524
C -2.948 -3.276 -3.292
C -1.815 -2.276 -3.593
H -1.866 -0.891 4.263
C 0.967 5.057 -2.349
H -3.134 2.903 0.809
C 2.593 2.107 5.677
H -0.054 2.240 1.041
*
```

Atomic partial charges in e from the Löwdin method, atoms 1 to 4: -0.422 0.110 0.084 0.070


[5]
Entry from the OMol25 dataset: a cluster of 3 separate species, C3H11NO3 in total at a distorted geometry (wB97M-V/def2-TZVPD).

LUMO energy in Ha: -0.1682
Kohn-Sham gap in eV: 4.57
HOMO level in eV: -9.15

```
! RIJCOSX wB97M-V def2-TZVPD def2/J DEFGRID3
* xyz 0 1
O 0.163 1.739 1.326
H 1.238 0.156 -1.412
C -0.652 -1.431 -0.407
C 0.066 1.333 -0.002
H -0.831 -0.826 -1.209
O -0.507 0.909 -2.458
H 0.174 2.193 -0.640
H 0.450 -1.023 1.179
N 0.659 -1.118 0.120
H -0.830 -2.511 -0.534
H 2.060 0.546 0.157
H -1.472 -1.030 0.217
C 1.096 0.205 -0.313
O -0.363 -0.512 2.336
H -0.008 -0.869 3.105
H -0.964 0.978 -0.172
H -0.132 0.891 1.899
H -0.147 0.370 -3.192
*
```

Atomic partial charges in e from the Löwdin method, atoms 1 to 4: -0.019 0.144 -0.079 -0.261


[6]
Entry from the OMol25 dataset: an isolated molecule of C4H7NS2 at a distorted geometry (wB97M-V/def2-TZVPD).

LUMO energy (spin up / spin down) in Ha: 0.0027 / -0.0071
Kohn-Sham gap (spin up / spin down) in eV: 9.07 / 7.02
HOMO level (spin up / spin down) in eV: -9.00 / -7.21

```
! RIJCOSX wB97M-V def2-TZVPD def2/J DEFGRID3
* xyz 0 1
H 0.840 -0.594 -1.425
H -0.610 2.679 -1.528
C 0.923 -0.273 -0.356
C 0.254 1.033 -0.448
C 0.238 -1.191 0.674
H 0.618 -2.140 0.710
H 0.558 -0.686 1.599
H -0.347 1.443 1.654
H 1.999 -0.217 -0.105
C -1.274 -1.285 0.290
H -1.550 -2.318 0.259
N -1.930 -0.302 -0.079
S 0.299 2.291 0.847
S -0.018 1.558 -2.091
*
```

Atomic partial charges in e from the Löwdin method, atoms 1 to 4: 0.089 -0.104 -0.344 -1.068


[7]
Entry from the OMol25 dataset: a cluster of 2 separate species, C19H46B3BrN2O4P in total at a distorted geometry (wB97M-V/def2-TZVPD).

LUMO energy in Ha: -0.0830
Kohn-Sham gap in eV: 8.04
HOMO level in eV: -10.30

```
! RIJCOSX wB97M-V def2-TZVPD def2/J DEFGRID3
* xyz 1 1
H -0.708 -2.098 1.369
C 2.883 -2.484 -1.255
C -2.907 0.033 -3.291
H -4.208 0.414 -0.976
C 3.912 0.174 -1.881
H -0.873 -1.000 3.395
H -3.120 1.646 0.704
O 1.908 0.673 3.117
H 1.873 -4.408 -1.296
H 4.940 2.065 -1.582
H -2.625 2.173 -3.303
H -2.106 -0.088 -4.019
H -2.894 4.161 -2.698
H -3.872 4.602 -1.287
H 1.518 -3.465 0.141
H 5.977 -2.299 3.974
N -4.530 1.845 -2.459
O 2.989 -0.738 1.569
C 3.516 -3.548 2.673
C -4.246 1.501 -1.011
H 3.222 2.122 -1.205
H 3.769 0.380 -2.943
C -0.606 0.982 2.576
H 1.855 -3.171 3.984
H 2.476 -1.069 4.946
C 3.081 -1.397 4.095
H -1.106 1.615 1.841
H 5.618 -3.869 4.315
H -3.666 -0.713 -3.525
C -3.902 4.378 -2.348
H -5.553 0.002 -2.706
H 0.779 -3.031 -1.409
B 0.913 0.843 2.186
C 5.010 -3.276 2.422
H 4.115 -1.162 4.374
H 2.952 -3.200 1.805
H 0.155 2.026 -0.981
H -6.010 1.277 -3.862
O -1.818 1.560 -0.877
B 2.669 -0.480 2.900
C 1.693 -3.395 -0.934
H 3.706 -2.664 -0.559
N 5.887 -3.225 3.584
C -3.425 1.451 -3.421
H -4.229 5.288 -2.850
P 2.383 -0.716 -1.326
H -0.884 3.389 -0.511
H -0.840 2.833 -2.205
H -0.759 -0.561 0.483
C -1.244 -1.153 1.260
C 2.920 -2.922 3.933
H 4.795 -0.461 -1.785
C -4.911 3.297 -2.688
H -5.155 3.343 -3.749
C -0.801 2.512 -1.158
C -1.284 -0.393 2.592
O 1.288 0.766 0.845
H -6.570 1.355 -2.174
C 4.118 1.498 -1.142
C -5.754 1.060 -2.829
H -5.127 1.821 -0.452
H 3.360 -4.630 2.726
H -2.999 3.127 -0.220
H 3.370 -3.401 4.806
H -2.485 -0.166 -2.311
H -3.858 1.598 -4.412
H -2.244 -1.395 0.904
H -5.832 3.453 -2.127
H 5.379 -4.076 1.772
Br -3.165 -0.151 3.167
H 3.265 -2.719 -2.253
H -0.690 1.430 3.567
C -3.010 2.043 -0.311
B 2.243 -0.194 0.539
H 5.133 -2.353 1.851
H 4.348 1.334 -0.087
*
```

Atomic partial charges in e from the Löwdin method, atoms 1 to 4: 0.086 -0.447 -0.040 0.135


[8]
Entry from the OMol25 dataset: a structure of composition C18H18FIN4O5PdS at a distorted geometry (wB97M-V/def2-TZVPD).

LUMO energy (spin up / spin down) in Ha: 0.1197 / 0.1197
Kohn-Sham gap (spin up / spin down) in eV: 2.95 / 5.60
HOMO level (spin up / spin down) in eV: 0.31 / -2.35

```
! RIJCOSX wB97M-V def2-TZVPD def2/J DEFGRID3
* xyz -2 3
O 0.869 1.925 -1.352
H -1.858 1.213 3.962
C 0.009 -1.372 5.078
H -0.450 3.009 -3.245
C -4.613 -1.609 -3.487
N -3.224 -0.878 -2.110
H 3.132 -0.533 1.670
H 3.172 1.515 0.003
F 4.859 -2.267 2.373
C 3.822 -1.182 -1.510
C -0.069 4.633 -1.442
C -5.384 -0.981 -2.472
H -2.265 -0.670 -1.792
C -1.311 -2.005 3.155
H -5.106 -2.136 -4.274
H -0.391 0.660 5.771
C 1.273 0.855 -0.675
H 4.692 -2.955 -2.054
O 5.618 -3.886 0.182
C 3.850 -0.770 0.915
O 0.575 0.108 -0.018
H -1.589 -2.722 2.381
C 4.911 -2.832 0.076
H 3.099 1.060 -1.764
N 4.517 -2.368 -1.209
O 3.576 -0.904 -2.687
C -1.452 0.245 4.012
O -0.513 3.596 -0.576
C 4.492 -1.974 1.082
C -0.571 2.333 -1.195
H -2.094 2.561 -2.711
I -7.459 -1.059 -2.667
H 0.785 4.369 -1.977
C -1.032 2.309 -2.629
Pd -1.496 1.008 0.111
S -2.788 -0.280 1.624
C -0.588 -0.094 5.025
C -4.420 -0.500 -1.570
N 3.361 -0.471 -0.430
H -0.851 4.980 -2.208
H -0.051 -3.314 4.262
C -1.799 -0.692 3.015
H 0.780 -1.685 5.834
C -0.421 -2.301 4.158
H -0.864 1.338 -3.077
C 2.797 0.759 -0.763
H 0.149 5.542 -0.878
H -4.392 -0.036 -0.612
N -3.286 -1.541 -3.306
*
```

Atomic partial charges in e from the Löwdin method, atoms 1 to 4: -0.014 0.072 -0.122 0.061